Record 1
Formula: C15H15BCoN6O3S2
Source: the OMol25 dataset
Level of theory: wB97M-V/def2-TZVPD

The geometry in XYZ format:
```
43
Properties=species:S:1:pos:R:3:nbo_charge:R:1
Co -0.09 -0.13 0.83 1.055
C 3.09 -3.04 1.42 -0.368
C 2.33 -1.92 1.80 -0.008
N 1.45 -1.64 0.85 -0.347
N 1.60 -2.54 -0.13 -0.321
C 2.59 -3.40 0.18 -0.022
B 0.81 -2.39 -1.42 0.548
N -0.69 -2.55 -1.11 -0.313
C -1.60 -3.34 -1.71 -0.020
C -2.83 -3.05 -1.17 -0.367
C -2.57 -2.05 -0.22 -0.023
N -1.27 -1.76 -0.20 -0.313
N 0.99 -0.94 -1.93 -0.305
C 1.51 -0.51 -3.09 -0.015
C 1.45 0.87 -3.09 -0.365
C 0.87 1.20 -1.87 -0.018
N 0.60 0.10 -1.18 -0.298
H 3.88 -3.52 1.97 0.218
H 2.40 -1.30 2.68 0.260
H 2.86 -4.20 -0.49 0.208
H 1.17 -3.19 -2.25 -0.046
H -1.30 -4.03 -2.48 0.212
H -3.78 -3.49 -1.41 0.219
H -3.26 -1.53 0.42 0.233
H 1.89 -1.21 -3.81 0.214
H 1.79 1.54 -3.87 0.221
H 0.66 2.17 -1.44 0.223
O 0.14 1.82 4.12 -0.972
S 0.86 1.04 3.14 2.247
O 2.26 0.82 3.44 -0.994
O 0.16 -0.26 2.82 -0.985
S 0.73 1.95 1.30 -0.467
C -4.50 1.35 1.72 -0.255
C -3.82 1.88 0.63 -0.229
C -2.52 1.48 0.36 -0.214
C -1.89 0.53 1.17 -0.109
C -2.56 0.02 2.27 -0.289
C -3.87 0.42 2.54 -0.219
H -5.52 1.66 1.94 0.197
H -4.30 2.61 0.00 0.195
H -2.00 1.91 -0.48 0.196
H -2.08 -0.70 2.91 0.237
H -4.38 0.02 3.41 0.200
```

Values from the calculation:
- highest occupied orbital energy (spin up / spin down) (eV) = -4.949 / -4.946
- net charge = -1
- Kohn-Sham gap (spin up / spin down) (eV) = 7.67 / 7.66

Record 2
Formula: C15H15Br4ClN2O8PRu
Source: the OMol25 dataset
Level of theory: wB97M-V/def2-TZVPD

The geometry in XYZ format:
```
47
Properties=species:S:1:pos:R:3:nbo_charge:R:1
Ru 0.08 -0.17 1.07 1.243
Br 5.60 2.47 -1.92 0.102
C 4.45 1.29 -1.01 -0.179
C 4.95 0.19 -0.32 -0.131
Br 6.80 -0.15 -0.29 0.105
C 4.09 -0.67 0.37 -0.175
Br 4.68 -2.20 1.29 0.090
C 2.72 -0.43 0.39 0.241
O 1.84 -1.20 1.02 -0.717
C 2.22 0.66 -0.34 0.245
O 0.88 0.80 -0.38 -0.655
C 3.07 1.51 -1.02 -0.154
Br 2.28 2.94 -1.96 0.074
O -0.80 1.93 3.43 -0.788
Cl 0.11 0.85 3.59 2.529
O 0.47 0.66 4.94 -0.746
O 1.24 0.98 2.65 -0.777
O -0.51 -0.43 3.09 -0.820
C 0.58 -2.06 -1.95 -1.016
P -0.27 -2.82 -0.57 1.956
C -1.64 -3.76 -1.24 -1.002
C 0.84 -3.97 0.22 -1.028
O -0.88 -1.79 0.39 -1.014
H 0.97 -2.83 -2.61 0.255
H 1.41 -1.46 -1.58 0.280
H -0.10 -1.41 -2.49 0.263
H -1.29 -4.50 -1.95 0.251
H -2.34 -3.08 -1.73 0.260
H -2.16 -4.26 -0.42 0.261
H 1.19 -4.72 -0.50 0.249
H 0.31 -4.47 1.03 0.259
H 1.68 -3.41 0.63 0.309
N -1.83 4.10 -1.88 -0.810
C -3.01 3.58 -1.46 0.656
O -4.09 3.91 -1.92 -0.601
C -2.93 2.54 -0.38 -0.179
C -4.07 2.26 0.37 -0.095
C -4.00 1.30 1.36 -0.252
C -2.80 0.64 1.57 0.091
N -1.71 0.89 0.84 -0.422
C -1.78 1.82 -0.12 0.072
H -1.87 4.82 -2.58 0.411
H -0.96 3.93 -1.41 0.405
H -4.98 2.81 0.15 0.248
H -4.86 1.06 1.97 0.233
H -2.70 -0.11 2.34 0.232
H -0.87 1.96 -0.69 0.241
```

Values from the calculation:
- multiplicity = 2
- highest occupied orbital energy (spin up / spin down) (eV) = -7.779 / -7.910
- energy above the lowest of the compared OMol25 structures with the same formula, charge and spin (kJ/mol) = 0.0
- Kohn-Sham gap (spin up / spin down) (eV) = 7.68 / 6.95

Number 1 is which compound? C15H15BCoN6O3S2